1.
DFT (ωB97M-V/def2-TZVPD) results for 7 unconnected molecules or ions with the total composition C46H72BBrF18INO22P at a distorted geometry.

```
163
Properties=species:S:1:pos:R:3:forces:R:3
C -5.7149 -1.2626 -1.9339 -0.2 -0.3 -0.1
B -4.8974 0.1237 -1.8008 -2.2 0.6 0.1
O -5.7504 1.2654 -1.4189 1.6 -1.1 -2.1
C -3.3108 0.4212 -1.9353 0.4 -1.9 2.6
O -2.4417 -0.7103 -2.0974 -0.9 1.5 -0.5
C -2.7181 -1.6544 -3.1139 0.3 -3.6 -1.5
C -1.3480 -2.1945 -3.8468 -0.6 -0.1 0.5
C -1.6822 -3.0557 -5.2092 0.6 -0.2 1.8
C -0.2509 -1.0529 -4.0849 0.6 -1.7 -0.2
C 1.1911 -1.7022 -3.6858 0.4 2.0 0.1
C 2.3142 -0.5901 -4.1033 -0.7 -0.9 0.7
C 1.3551 -1.8936 -2.0861 -0.1 -1.1 0.1
C -2.9480 0.7864 -0.3571 0.7 1.0 -1.8
P -3.6547 -0.4604 0.8831 3.2 -1.8 5.9
O -2.6801 -0.4570 2.0925 -2.4 0.6 -3.8
O -3.5882 -2.0939 0.3306 -2.0 3.3 0.3
O -5.1715 -0.0430 1.5342 1.7 -0.4 -2.4
C -3.1649 2.3340 0.0428 -0.8 -0.2 1.3
C -2.2164 2.6252 1.3009 0.0 -0.3 1.5
C -3.0888 2.8149 2.6721 1.5 -0.2 0.2
C -1.9870 2.7704 3.8636 1.2 1.9 2.0
O -1.6547 3.7632 4.5449 -1.5 -3.3 -2.8
O -1.3679 1.5080 4.1936 -0.8 1.9 -1.4
C -3.0144 3.3210 -1.2122 0.2 -0.4 -0.2
C -2.5646 4.8245 -0.8806 -1.8 -0.1 0.6
C -3.3009 5.8443 -1.9059 3.7 2.6 -2.6
O -2.6519 6.5987 -2.6688 -2.8 -3.4 3.4
Br -5.2894 6.0084 -2.0238 1.2 -0.6 0.4
C -2.0205 2.5576 -2.2397 1.2 2.2 0.3
C -1.2759 3.5502 -3.2766 -0.4 1.3 0.5
O -0.4561 2.8191 -4.2242 -1.9 -1.5 2.4
O -0.1463 3.6189 -5.2810 -0.3 1.4 -1.9
N -2.8612 1.4785 -2.9093 1.9 0.5 -1.2
C -3.8459 1.9886 -3.9034 -2.0 1.8 -3.1
C -4.2316 0.9357 -5.0936 -0.1 0.7 0.4
C -4.5918 1.6972 -6.4732 -0.1 -0.6 0.4
I -2.8129 1.6190 -7.7856 -0.7 0.3 0.6
H -5.1067 -2.2136 -1.7842 -0.9 1.3 -0.3
H -6.6423 -1.2334 -1.2449 1.6 -0.1 -1.0
H -6.1410 -1.3066 -3.0080 0.7 0.0 1.4
H -6.2743 1.4437 -2.2418 0.0 -0.1 1.3
H -3.4616 -1.4049 -3.9379 0.7 0.5 1.2
H -3.1412 -2.6063 -2.6070 0.6 1.8 -0.7
H -0.9323 -2.9861 -3.1118 -0.5 1.4 -1.1
H -0.6938 -3.6020 -5.4567 -1.6 1.1 0.0
H -2.0587 -2.4032 -6.0642 0.5 -0.9 1.1
H -2.4156 -3.8872 -4.8875 1.2 1.6 -1.1
H -0.3508 -0.1231 -3.4306 -0.1 -1.1 -0.8
H -0.2744 -0.7758 -5.2090 0.2 -0.2 1.8
H 1.3382 -2.6997 -4.2214 -0.2 1.4 0.6
H 2.0142 -0.0384 -5.0542 0.7 -0.8 1.2
H 3.3239 -1.1112 -4.1535 -1.5 1.0 -0.4
H 2.3528 0.1412 -3.2171 0.0 -0.8 -1.5
H 1.3245 -3.0161 -1.8066 0.0 1.8 -0.4
H 0.5194 -1.4032 -1.4784 1.1 -0.5 -0.9
H 2.3680 -1.4989 -1.7062 -1.6 -0.6 -0.7
H -1.8008 0.6400 -0.2688 -2.0 -0.4 -0.1
H -4.4969 -2.4741 0.2964 0.7 0.2 0.0
H -5.2659 0.9334 1.6067 0.1 -0.8 -0.1
H -4.2550 2.4287 0.4245 1.7 0.1 -0.7
H -1.4952 1.7534 1.5468 -1.3 1.2 -0.8
H -1.5558 3.5500 1.2402 -1.0 -1.0 -0.3
H -3.6196 3.8370 2.6474 0.8 -1.7 0.3
H -3.7918 1.9386 2.8632 0.9 1.2 -0.4
H -0.6250 1.3266 3.5732 -0.8 0.1 0.5
H -4.0885 3.4353 -1.6315 1.9 -0.5 0.3
H -3.0250 5.0792 0.1506 0.9 -0.3 -1.6
H -1.4381 4.9912 -0.8625 -1.7 0.0 -0.2
H -1.0950 2.1032 -1.7082 -2.0 0.1 -0.6
H -0.5671 4.2488 -2.6850 -1.3 -1.2 -0.7
H -2.0342 4.2620 -3.7838 1.2 -1.3 0.4
H -0.9366 3.5661 -5.8777 0.8 -0.1 0.4
H -2.1366 1.0079 -3.5122 -0.6 0.0 0.6
H -3.4384 2.8492 -4.5680 0.2 -1.4 1.7
H -4.7810 2.5002 -3.4580 1.6 -1.3 -0.3
H -3.3023 0.3030 -5.2897 -1.5 0.5 0.4
H -5.1589 0.3442 -4.7914 1.5 0.4 -0.4
H -5.3942 1.1052 -7.0454 1.2 1.2 1.0
H -4.8636 2.7954 -6.3436 0.2 -1.6 -0.2
C -3.4977 -9.8274 -3.3322 0.0 0.3 0.1
C -4.1326 -9.1618 -4.5377 0.3 -0.9 0.0
O -4.6523 -7.8646 -4.1935 0.2 1.4 0.1
C -3.7488 -6.8708 -4.1077 0.5 -2.1 -0.6
O -2.5669 -7.0078 -4.2954 -0.8 0.9 0.2
C -4.4372 -5.5490 -3.7829 -1.1 1.3 0.5
F -5.3233 -5.6590 -2.7716 0.5 -0.2 -0.3
F -5.1268 -5.0642 -4.8375 0.4 -0.4 0.1
F -3.5671 -4.5819 -3.4199 -0.2 -0.9 0.0
H -4.2083 -9.8744 -2.5030 0.0 -0.1 -0.1
H -3.1736 -10.8386 -3.5782 -0.2 0.4 -0.1
H -2.6316 -9.2642 -2.9775 0.0 -0.1 -0.1
H -4.9805 -9.7588 -4.8801 -0.1 0.4 0.1
H -3.4328 -9.0866 -5.3746 0.0 0.2 0.2
C -2.8315 4.6788 7.2416 -0.2 -0.1 0.4
C -2.1803 6.0108 6.9268 0.3 -0.7 -0.4
O -2.8917 7.0905 7.5558 -0.1 0.7 1.0
C -2.6498 7.2704 8.8695 0.9 -1.4 -1.1
O -1.8952 6.5923 9.5190 -0.6 0.9 0.0
C -3.4291 8.4703 9.3987 -1.2 1.5 0.8
F -4.7208 8.4591 9.0086 0.6 -0.3 -0.1
F -2.9084 9.6382 8.9645 0.2 -0.6 -0.1
F -3.4382 8.5316 10.7428 0.3 -0.4 -0.6
H -3.8885 4.6946 6.9625 0.1 0.0 -0.1
H -2.3351 3.8726 6.7023 0.0 0.2 0.1
H -2.7879 4.4574 8.3102 0.1 0.0 -0.1
H -2.2217 6.1919 5.8507 -0.1 0.2 0.2
H -1.1256 6.0244 7.2153 -0.2 0.1 0.2
C 6.8930 2.9314 0.1569 0.1 -0.3 0.1
C 5.9171 2.7456 -0.9886 0.1 0.8 0.4
O 6.0083 1.4164 -1.5279 -0.5 -1.2 0.0
C 5.3851 0.4498 -0.8255 0.0 2.0 0.6
O 4.7782 0.6385 0.1980 0.2 -0.7 -0.8
C 5.5226 -0.8964 -1.5299 0.5 -1.9 -0.7
F 6.7873 -1.1459 -1.9268 -0.4 0.5 0.3
F 4.7529 -0.9642 -2.6399 0.3 0.4 0.6
F 5.1601 -1.9320 -0.7513 0.0 0.8 0.0
H 7.9081 2.6839 -0.1598 -0.2 0.2 -0.1
H 6.8754 3.9624 0.5142 0.0 0.0 -0.1
H 6.6526 2.2721 0.9935 -0.1 0.1 0.0
H 6.1706 3.4319 -1.7995 0.0 -0.4 -0.1
H 4.8899 2.9696 -0.6867 0.1 -0.3 0.0
C 2.5182 -12.9436 -4.3986 -0.2 0.3 -0.1
C 2.0187 -13.9708 -3.4009 0.6 -0.2 -0.5
O 1.0174 -13.4035 -2.5402 -1.2 0.2 0.2
C -0.2194 -13.2953 -3.0650 1.5 -0.8 -1.1
O -0.5147 -13.6362 -4.1817 -0.4 0.5 0.9
C -1.1896 -12.7237 -2.0359 -1.2 0.7 1.4
F -0.6953 -11.6384 -1.4040 0.1 -0.4 -0.5
F -1.4885 -13.6188 -1.0721 0.4 0.0 -0.6
F -2.3627 -12.3434 -2.5803 0.8 -0.7 0.0
H 2.8769 -12.0507 -3.8803 0.1 -0.1 0.0
H 3.3308 -13.3552 -4.9992 0.0 0.0 0.1
H 1.7201 -12.6227 -5.0712 0.1 -0.1 0.0
H 2.8431 -14.2865 -2.7579 -0.3 0.1 0.2
H 1.6367 -14.8666 -3.8981 -0.2 0.2 0.1
C 0.4846 9.3680 10.5196 0.3 0.1 -0.1
C 0.6112 8.2723 11.5604 -0.7 0.4 0.0
O 1.8538 7.5663 11.4100 1.1 -0.1 0.3
C 2.9463 8.1811 11.9073 -1.8 0.8 0.2
O 2.9313 9.2562 12.4493 0.6 -0.9 -0.3
C 4.1831 7.3071 11.7227 1.7 -1.0 -0.3
F 4.2769 6.8028 10.4738 -0.4 0.4 0.3
F 4.1808 6.2501 12.5627 -0.4 0.5 -0.1
F 5.3290 7.9740 11.9503 -0.8 0.1 0.0
H 0.6072 8.9559 9.5145 -0.1 -0.1 0.1
H -0.4913 9.8518 10.5879 0.0 -0.1 0.0
H 1.2570 10.1291 10.6483 -0.1 0.0 0.1
H -0.1866 7.5402 11.4177 0.3 -0.2 0.0
H 0.5107 8.6644 12.5762 0.3 0.0 -0.1
C 11.7835 -2.0343 0.9004 0.1 0.2 0.3
C 11.1478 -1.3801 -0.3111 0.3 -0.8 0.0
O 10.6215 -0.0855 0.0236 0.1 1.1 0.0
C 11.5227 0.9152 0.1053 0.6 -1.9 -0.5
O 12.7042 0.7800 -0.0792 -0.9 0.7 0.2
C 10.8279 2.2362 0.4205 -0.7 1.9 0.7
F 9.9389 2.1266 1.4348 0.4 -0.4 -0.4
F 10.1377 2.7117 -0.6438 0.4 -0.6 0.1
F 11.6862 3.2068 0.7781 -0.1 -0.8 -0.3
H 11.0709 -2.0796 1.7280 0.0 -0.1 -0.1
H 12.1136 -3.0465 0.6614 -0.1 0.1 0.0
H 12.6455 -1.4643 1.2530 0.0 -0.1 -0.1
H 10.3036 -1.9837 -0.6516 -0.1 0.4 0.1
H 11.8492 -1.3066 -1.1468 0.0 0.2 0.2
```
Forces are in eV/Å.

- LUMO level (Eh) = -0.1234
- net charge = +1

2.
DFT (ωB97M-V/def2-TZVPD) results for 24 unconnected molecules or ions with the total composition C46H73Cl46F5N2O4 at a distorted geometry.

```
176
Properties=species:S:1:pos:R:3:forces:R:3
C 5.4883 0.6881 -0.7020 -0.3 0.2 -0.1
C 5.3307 -0.3822 0.5653 -0.6 0.2 -1.0
C 3.7574 -0.3060 1.0269 0.2 -0.2 -2.0
O 3.5792 -0.0150 2.4816 -3.9 -1.2 -1.1
C 2.1411 -0.2278 2.7049 0.2 -2.5 1.4
C 1.6256 -1.5011 3.3242 -0.2 3.5 -1.1
C 2.5497 -2.7456 3.8541 0.4 -0.5 1.6
F 3.9323 -2.3910 4.2457 -4.3 -0.8 -1.3
F 1.9440 -3.4068 5.0709 2.0 2.5 -3.8
C 2.6890 -3.9872 2.7418 -0.8 -2.2 -0.2
F 4.0634 -4.5483 2.8283 -4.6 1.8 -1.0
F 1.7681 -5.1157 3.1445 3.2 3.7 -1.9
F 2.2648 -3.5958 1.3759 2.0 -1.5 4.7
C -0.0409 -1.5837 3.4455 -3.2 -3.9 1.3
O -0.6968 -2.6838 3.8797 4.5 6.6 -2.6
C -1.0378 -0.3226 2.9852 1.1 3.1 -0.6
C -2.6890 -0.5143 3.1707 1.2 -1.5 -0.5
C -3.1310 -1.5102 1.9015 -0.7 0.8 -0.7
N -2.1450 -1.3444 0.7370 -0.8 -1.1 0.2
C -0.5044 0.9508 2.4207 0.7 -3.1 1.2
C -1.3811 2.2636 1.9818 -0.5 -0.1 0.5
C -2.4638 2.0100 0.7767 0.0 0.8 -0.6
C -1.7543 1.8937 -0.7320 -1.2 0.0 0.8
N -1.8606 3.2704 -1.4056 1.2 -1.3 -1.4
C -1.9009 3.0947 -2.9373 0.5 -0.2 0.2
C -0.8142 1.9691 -3.4579 0.9 -1.8 -1.5
C 0.7916 2.0912 -3.0152 -1.1 -3.7 -2.7
C 1.8522 0.9559 -3.5399 -4.1 -0.5 -1.1
C 1.2953 -0.2909 -4.4773 -2.9 2.9 1.3
C -0.2863 -0.3789 -4.9037 0.6 2.8 1.9
C -1.4032 0.7603 -4.4183 4.6 0.4 0.9
O -2.8343 0.6993 -4.8287 3.2 0.6 -0.5
C 1.1439 1.0263 2.2260 0.7 4.7 -1.8
O 1.6798 2.1551 1.7040 -2.9 -7.3 3.2
H 5.0566 0.2011 -1.7016 1.0 1.0 2.2
H 6.5958 1.0241 -0.8793 -2.1 -0.8 0.3
H 4.8391 1.6656 -0.5196 1.5 -2.1 -0.2
H 5.5088 -1.4643 0.1082 -0.2 2.4 1.3
H 6.0835 -0.1804 1.4403 -1.6 -0.3 -1.7
H 3.2608 -1.3264 0.7428 0.8 1.8 0.9
H 3.2064 0.5180 0.3616 1.2 -1.6 1.7
H -3.2510 0.5130 3.1406 1.4 -2.0 0.0
H -2.9518 -1.1215 4.1427 0.8 1.5 -1.8
H -4.1768 -1.1060 1.4969 2.0 -1.1 1.1
H -3.2147 -2.6419 2.2273 0.2 2.5 -0.5
H -2.6339 -1.0640 -0.1409 0.5 -0.4 1.2
H -1.6713 -2.2584 0.5236 -0.7 1.5 0.7
H -1.9935 2.6124 2.9455 1.4 -0.8 -2.0
H -0.7138 3.1952 1.6772 -1.1 -2.4 0.7
H -3.1384 2.9936 0.7218 1.5 -2.4 0.1
H -3.1965 1.1166 0.9643 1.7 1.6 -0.2
H -0.6417 1.5045 -0.6781 -2.4 0.5 -0.1
H -2.4634 1.1692 -1.3536 1.8 1.4 1.2
H -1.0009 3.8415 -1.2272 -1.2 -1.0 0.2
H -3.0085 2.8219 -3.2199 3.0 0.3 0.6
H -1.6216 4.1312 -3.4186 -0.7 -2.1 0.9
H 1.1259 2.9883 -2.3389 -0.7 -2.1 -1.5
H 3.0115 0.9445 -3.2953 -2.8 0.3 -0.4
H 2.0377 -1.1263 -4.8360 -1.7 1.9 0.8
H -0.7157 -1.2577 -5.5682 1.2 2.6 1.5
H -2.9277 0.9528 -5.8117 0.6 -0.5 1.9
C -4.1922 -2.0749 -5.2741 0.0 0.3 0.4
Cl -3.4700 -1.9136 -6.8795 -0.1 0.1 -0.1
Cl -4.7180 -3.7363 -4.9771 -0.1 0.0 0.1
H -3.4512 -1.7963 -4.5209 -0.1 -0.1 -0.3
H -5.0568 -1.4104 -5.2046 0.2 -0.2 -0.1
C -1.2041 -7.0904 3.6106 0.3 0.2 0.0
Cl -2.3091 -6.0507 2.7034 0.1 0.1 -0.1
Cl -2.0530 -8.4878 4.2826 0.1 -0.1 0.0
H -0.4154 -7.4416 2.9407 -0.3 0.0 0.1
H -0.7642 -6.5143 4.4283 -0.4 -0.2 -0.3
C -0.2919 7.0575 -2.8052 -0.3 0.5 -0.3
Cl 0.2493 5.4635 -2.2655 0.4 0.3 -0.2
Cl 0.7249 8.3366 -2.1307 -0.2 -0.1 -0.1
H -0.2407 7.1002 -3.8958 0.1 -0.1 0.3
H -1.3228 7.2127 -2.4778 0.3 -0.1 0.0
C -1.7308 6.6934 0.4874 0.3 0.1 0.0
Cl -2.8358 7.7332 -0.4198 -0.1 0.1 -0.1
Cl -2.5797 5.2961 1.1594 0.0 0.4 -0.1
H -0.9422 6.3422 -0.1824 -0.3 0.0 0.2
H -1.2910 7.2696 1.3051 -0.4 -0.1 -0.4
C -1.2185 -12.2522 4.5362 0.2 0.4 0.2
Cl -0.9272 -13.7761 3.6889 0.1 -0.1 0.0
Cl -2.9470 -11.9899 4.7974 0.1 0.1 0.0
H -0.7127 -12.2812 5.5044 -0.2 -0.1 -0.3
H -0.8205 -11.4301 3.9365 -0.2 -0.2 0.1
C -2.3409 -4.8036 -2.2977 0.3 -0.3 -0.5
Cl -3.4638 -5.9423 -1.5444 0.3 0.1 -0.3
Cl -2.1412 -3.3554 -1.3038 -0.1 -0.4 -0.6
H -1.3694 -5.2890 -2.4183 -0.2 0.2 0.1
H -2.7320 -4.5128 -3.2757 0.0 0.0 0.3
C -0.0499 -15.2173 0.2224 -0.3 0.1 0.3
Cl -0.1173 -16.8749 -0.3885 -0.1 0.0 0.1
Cl 1.3704 -14.3677 -0.3988 0.0 0.1 0.0
H -0.9499 -14.6846 -0.0942 0.3 -0.2 0.0
H -0.0005 -15.2422 1.3137 0.1 0.0 -0.3
C 7.4564 -4.3199 1.7872 -0.3 -0.2 0.1
Cl 7.6634 -3.2742 0.3770 0.0 -0.1 -0.1
Cl 8.7792 -4.1030 2.9396 -0.1 -0.1 0.0
H 6.5124 -4.0720 2.2785 0.3 0.1 -0.1
H 7.4386 -5.3617 1.4580 0.1 0.3 0.0
C 3.3788 9.6870 0.9299 0.4 0.0 0.2
Cl 3.5997 9.9132 -0.8094 -0.5 -0.1 -0.1
Cl 2.2106 8.4022 1.2609 0.0 0.0 0.2
H 4.3385 9.4195 1.3786 -0.2 -0.2 -0.2
H 3.0146 10.6201 1.3664 0.4 -0.8 -0.4
C -0.8159 -4.7672 -6.5570 0.1 0.0 -0.5
Cl -1.9389 -5.9059 -5.8037 0.1 -0.1 -0.1
Cl -0.6162 -3.3191 -5.5632 0.2 -0.9 0.0
H 0.1556 -5.2527 -6.6776 -0.4 0.3 0.2
H -1.2070 -4.4764 -7.5350 -0.1 0.0 0.3
C -5.7936 4.3988 -3.7942 -0.4 0.0 0.0
Cl -4.7778 3.0906 -4.4121 -0.8 0.0 -0.4
Cl -4.8369 5.8509 -3.4762 -0.1 0.1 0.1
H -6.5611 4.6338 -4.5357 0.3 0.0 0.1
H -6.2662 4.0734 -2.8643 0.3 0.1 -0.2
C 1.1379 -6.3659 7.3645 0.2 0.1 0.2
Cl 1.3589 -6.1397 5.6252 0.2 -0.2 0.5
Cl -0.0302 -7.6507 7.6955 0.0 0.0 0.1
H 2.0977 -6.6334 7.8132 -0.3 0.0 -0.2
H 0.7738 -5.4327 7.8011 0.0 -0.3 -0.2
C -1.1857 1.5514 -8.4077 0.5 0.2 0.1
Cl -0.8944 0.0275 -9.2551 0.1 0.0 0.0
Cl -2.9142 1.8137 -8.1465 -0.1 0.1 0.1
H -0.6799 1.5225 -7.4395 -0.2 -0.1 -0.2
H -0.7877 2.3736 -9.0075 -0.2 -0.3 0.1
C 7.1747 12.3129 -0.4933 0.4 0.1 0.1
Cl 6.0697 13.3527 -1.4005 0.1 0.0 0.0
Cl 6.3258 10.9156 0.1788 0.6 0.2 0.2
H 7.9634 11.9617 -1.1631 -0.3 0.0 0.1
H 7.6145 12.8891 0.3244 -0.2 -0.1 -0.2
C 5.1824 -14.5531 1.0078 -0.4 0.0 0.0
Cl 6.1982 -15.8614 0.3900 -0.1 -0.1 0.0
Cl 6.1390 -13.1010 1.3259 -0.1 0.1 0.0
H 4.4148 -14.3181 0.2664 0.3 0.0 0.1
H 4.7098 -14.8785 1.9378 0.2 0.1 -0.2
C -0.8539 7.9567 4.1705 0.0 0.1 0.0
Cl -0.5626 6.4328 3.3231 0.5 -0.1 0.8
Cl -2.5824 8.2190 4.4317 -0.1 0.1 0.0
H -0.3481 7.9278 5.1387 -0.4 -0.1 -0.5
H -0.4559 8.7789 3.5707 -0.4 -0.9 -0.1
C 1.1803 -8.2634 -4.8402 -0.3 -0.3 0.2
Cl 1.3873 -7.2176 -6.2504 0.2 -0.3 -0.1
Cl 2.5031 -8.0465 -3.6878 -0.1 -0.1 0.0
H 0.2362 -8.0155 -4.3489 0.3 0.1 -0.2
H 1.1625 -9.3051 -5.1695 0.1 0.3 0.0
C -3.2997 11.3277 -0.5566 -0.1 -0.4 0.3
Cl -3.0927 12.3734 -1.9668 -0.1 0.0 -0.1
Cl -1.9769 11.5446 0.5958 0.1 -0.1 0.1
H -4.2438 11.5756 -0.0654 0.7 -0.1 -0.2
H -3.3175 10.2859 -0.8859 0.2 0.3 0.0
C -7.3282 -6.4873 -0.9764 -0.3 -0.2 0.1
Cl -7.1212 -5.4416 -2.3866 -0.1 0.0 -0.1
Cl -6.0054 -6.2704 0.1761 -0.4 -0.2 0.3
H -8.2722 -6.2394 -0.4851 0.3 0.0 -0.1
H -7.3460 -7.5291 -1.3056 0.1 0.3 0.0
C -6.7440 11.3060 -1.9722 -0.1 0.1 -0.4
Cl -6.3048 12.2125 -0.5194 -0.8 0.4 -0.1
Cl -6.9132 9.5821 -1.6194 0.0 0.0 -0.1
H -7.6945 11.6858 -2.3547 0.2 -0.1 0.2
H -5.9633 11.4403 -2.7248 -0.1 -0.1 0.3
C 1.5320 11.9268 3.5991 0.2 0.3 0.3
Cl 1.7529 12.1530 1.8598 -0.6 0.9 0.3
Cl 0.3638 10.6420 3.9302 0.4 0.8 0.1
H 2.4917 11.6593 4.0479 -0.3 -0.1 -0.2
H 1.1678 12.8600 4.0357 0.0 -0.3 -0.2
C 1.4395 9.2030 7.1193 -0.3 0.1 0.2
Cl 1.3721 7.5454 6.5085 0.3 -0.1 0.4
Cl 2.8597 10.0526 6.4982 0.0 0.1 0.1
H 0.5395 9.7357 6.8027 0.3 -0.1 -0.1
H 1.4888 9.1781 8.2106 0.1 -0.1 -0.3
C 3.7710 -7.8026 1.7228 0.2 0.2 0.3
Cl 3.9920 -7.5764 -0.0165 0.1 0.1 0.0
Cl 2.6029 -9.0873 2.0538 0.0 0.0 0.1
H 4.7308 -8.0700 2.1715 -0.3 0.0 -0.2
H 3.4069 -6.8694 2.1594 0.0 -0.3 -0.2
```
Forces are in eV/Å.

- LUMO level (Eh) = -0.0743
- net charge = 0